1.
Molecular formula: C6H7NS
Method: DFT, ωB97M-V with the def2-TZVPD basis set

```
15
C6H7NS, DFT ωB97M-V with the def2-TZVPD basis set
N 0.18999 2.52751 -2.33145
C -0.35455 1.78900 -1.64726
C -0.97988 0.67966 -0.99247
C -0.14969 -0.13937 -0.06364
C 0.82504 -1.25005 -0.75988
S 0.80758 -1.75309 -2.24536
C 0.25742 0.39483 1.25589
C -0.69919 -0.82999 1.12424
H -1.80421 1.15207 -0.39814
H -1.39117 0.09859 -1.78685
H 1.41551 -1.64644 0.08553
H -0.03864 1.45803 1.37395
H 1.34248 0.28854 1.18666
H -0.23758 -1.80939 1.41140
H -1.73924 -0.73663 1.57931
```

## Properties
SMILES string = N#CCC1(C=S)CC1
HOMO-LUMO gap = 8.79 eV
Multiplicity = 1
HOMO energy = -9.10 eV

---

2.
Molecular formula: C6H7NS
Method: DFT, ωB97M-V with the def2-TZVPD basis set

```
15
C6H7NS, DFT ωB97M-V with the def2-TZVPD basis set
C 1.39474 2.57303 0.00361
C 1.08149 1.36488 0.25840
C 0.75313 -0.03964 0.24205
C 1.85824 -1.02142 0.07925
S 3.43833 -0.62923 -0.00279
C -0.55943 -0.46481 0.01323
C -1.82536 0.54022 -0.07223
N -0.98824 -1.69025 0.15718
H 1.93627 3.58958 -0.15053
H 1.65079 -2.15432 -0.21067
H -2.03480 1.10558 0.97076
H -2.80037 0.01119 -0.30263
H -1.48819 1.22773 -0.82383
H -0.39100 -2.49911 0.11049
H -2.02560 -1.91344 -0.27230
```

## Properties
SMILES string = C#C/C(C=S)=C(\C)N
HOMO-LUMO gap = 7.78 eV
Multiplicity = 1
HOMO energy = -7.87 eV

---

3.
Molecular formula: C6H7NS
Method: DFT, ωB97M-V with the def2-TZVPD basis set

```
15
C6H7NS, DFT ωB97M-V with the def2-TZVPD basis set
C 3.33405 -0.40955 -0.20158
C 1.67467 0.11743 0.34017
C -0.58495 0.18535 -0.38118
C 2.15416 -1.23810 0.06178
C -1.83955 1.07621 -0.28317
C -2.82548 -0.08588 0.03622
N 2.66331 0.74335 -0.40549
S -1.41876 -1.28221 -0.27010
H 4.23612 -0.49204 0.27705
H 1.54692 -1.68527 -0.66847
H 2.24894 -1.86948 1.03283
H -1.80601 1.98196 0.53015
H -1.86075 1.49868 -1.31733
H -3.19732 -0.20467 1.12385
H -3.73330 -0.21717 -0.61383
```

## Properties
HOMO-LUMO gap = 7.42 eV
Multiplicity = 1
HOMO energy = -7.54 eV

---

4.
Molecular formula: C6H7NS
Method: DFT, ωB97M-V with the def2-TZVPD basis set

```
15
C6H7NS, DFT ωB97M-V with the def2-TZVPD basis set
N -3.27103 -0.40039 -0.80675
C -2.32458 -0.03393 -0.22570
C -0.89201 -0.01986 0.44515
C 0.02381 1.35607 0.01263
C 1.26310 0.55384 -0.57873
S 3.11562 -0.20714 -0.40090
C 1.55940 -0.60015 0.20747
C 0.03545 -1.16904 0.03163
H -1.24624 0.13639 1.56139
H -0.52202 1.99648 -0.62044
H 0.19002 1.83507 1.02989
H 1.05484 0.37468 -1.65730
H 1.47698 -0.21199 1.34225
H -0.29409 -2.13143 0.58160
H -0.16924 -1.47859 -0.92217
```

## Properties
SMILES string = N#CC1C[C@H]2S[C@@H]2C1
HOMO-LUMO gap = 8.96 eV
Multiplicity = 1
HOMO energy = -9.26 eV

---

Which structure is the least stable? The one labeled 3.

---

1.
Molecular formula: C19H16F6N4O4RuS6Sb
Method: DFT, ωB97M-V with the def2-TZVPD basis set

```
57
C19H16F6N4O4RuS6Sb, DFT ωB97M-V with the def2-TZVPD basis set
Ru -0.96556 -1.59424 -0.36338
S -5.21356 -2.60965 1.22057
Sb -3.27430 -3.71227 0.88954
S -1.40331 -2.38807 1.73236
S -2.39499 -3.09783 -1.29995
S -3.13192 -5.89203 1.38569
F 0.83690 -0.29553 -5.29332
C 1.35266 -0.38560 -4.06847
F 1.32327 0.81552 -3.50070
F 2.61614 -0.78464 -4.16043
S 0.35093 -1.60060 -3.11122
O -0.76769 -0.78011 -2.61847
O 0.05447 -2.67754 -4.00476
N 1.33864 -1.93545 -1.92770
S 1.67895 -3.45208 -1.44536
O 2.28246 -4.27501 -2.44880
O 0.64174 -3.97341 -0.59523
C 3.04539 -2.99333 -0.31475
F 2.62634 -2.21139 0.67621
F 3.53549 -4.11729 0.19607
F 4.01656 -2.35682 -0.97347
C -5.07818 2.10857 -1.99968
N -4.27258 1.35943 -1.05123
C -4.48086 1.26060 0.30946
C -3.52931 0.40953 0.77311
N -2.74068 -0.00365 -0.27245
C -3.21608 0.57837 -1.35038
H -5.68433 2.82596 -1.45363
H -5.73548 1.44589 -2.56006
H -4.43649 2.64859 -2.69230
H -5.29263 1.76923 0.80212
H -3.39880 0.01913 1.76806
H -2.83308 0.45140 -2.35047
N 0.19613 -0.19390 0.28662
C 0.92376 0.59054 0.94066
C 1.85885 1.53187 0.23701
C 2.60693 1.09779 -0.84994
C 3.46890 1.97312 -1.49647
C 3.57561 3.28928 -1.07019
C 2.82058 3.73066 0.01156
C 1.97292 2.85178 0.66947
C 0.90104 0.63096 2.44085
C 2.08291 0.79677 3.16015
C 2.05945 0.79324 4.54754
C 0.85356 0.63974 5.22253
C -0.32503 0.48118 4.50757
C -0.29965 0.47140 3.12036
H 2.50265 0.07531 -1.18961
H 4.05261 1.62249 -2.33930
H 4.24505 3.97212 -1.57824
H 2.89460 4.75884 0.34428
H 1.39208 3.18830 1.52114
H 3.02169 0.91341 2.63073
H 2.98230 0.90627 5.10233
H 0.83497 0.63986 6.30565
H -1.26552 0.35034 5.02834
H -1.20654 0.33296 2.54996
```

## Properties
Charge = -1
HOMO-LUMO gap (spin up / spin down) = 7.12 / 5.55 eV
Multiplicity = 5
HOMO energy (spin up / spin down) = -4.95 / -4.94 eV

---

2.
Molecular formula: C19H16F6N4O4RuS6Sb
Method: DFT, ωB97M-V with the def2-TZVPD basis set

```
57
C19H16F6N4O4RuS6Sb, DFT ωB97M-V with the def2-TZVPD basis set
Ru 0.68734 0.90631 -0.05655
S -1.34306 3.29255 4.49065
Sb 0.25436 3.21775 2.69703
S 2.26262 1.90171 1.08342
S -0.96106 1.58177 1.30414
S -0.41923 5.20577 1.74198
F 3.94062 -1.80767 -2.78851
C 3.97908 -0.65773 -3.44949
F 4.15896 -0.90437 -4.74587
F 4.99870 0.07035 -2.99677
S 2.44344 0.31929 -3.22936
O 2.33588 0.48563 -1.78181
O 2.71027 1.47489 -4.02820
N 1.33389 -0.60613 -3.86854
S 0.10910 -1.11732 -2.99440
O -0.86165 -1.78153 -3.80785
O -0.38166 -0.06295 -2.12064
C 0.83124 -2.60401 -2.10209
F -0.15355 -3.30386 -1.55472
F 1.75550 -2.35530 -1.19796
F 1.38810 -3.34364 -3.08381
C -2.03450 4.73344 -2.95245
N -0.87405 4.01785 -2.45024
C 0.43222 4.15578 -2.87030
C 1.16684 3.33839 -2.08004
N 0.33282 2.70501 -1.18266
C -0.88886 3.13580 -1.44268
H -1.75101 5.27893 -3.84724
H -2.40048 5.43653 -2.20706
H -2.82646 4.03330 -3.20464
H 0.71819 4.80977 -3.67718
H 2.22780 3.17370 -2.07544
H -1.77207 2.87361 -0.88711
N 0.42910 -0.81951 0.62178
C -0.13419 -1.45931 1.56458
C -1.09955 -2.55746 1.25914
C -1.93267 -2.42889 0.15097
C -2.85825 -3.41735 -0.14841
C -2.95722 -4.54569 0.65681
C -2.13386 -4.67693 1.76741
C -1.21246 -3.68426 2.07041
C 0.04525 -1.04026 2.98523
C -1.01439 -1.08562 3.89241
C -0.87420 -0.54154 5.16214
C 0.32858 0.03957 5.54064
C 1.39298 0.07178 4.64679
C 1.25032 -0.46044 3.37643
H -1.84205 -1.54845 -0.47145
H -3.49458 -3.30910 -1.01793
H -3.67040 -5.32510 0.41667
H -2.20682 -5.55598 2.39687
H -0.56414 -3.78856 2.93268
H -1.96516 -1.50678 3.58595
H -1.71442 -0.54784 5.84772
H 0.43249 0.47621 6.52778
H 2.33232 0.52784 4.93502
H 2.06393 -0.41993 2.66670
```

## Properties
Charge = -1
HOMO-LUMO gap (spin up / spin down) = 6.56 / 5.41 eV
Multiplicity = 5
HOMO energy (spin up / spin down) = -4.51 / -4.84 eV

---

Which structure is the least stable? The one labeled 2.

---

1.
Molecular formula: C4H10NOS
Method: DFT, ωB97M-V with the def2-TZVPD basis set

```
17
C4H10NOS, DFT ωB97M-V with the def2-TZVPD basis set
C 1.02024 0.58681 -0.42969
C -0.02706 -0.05471 0.40721
C 0.03381 -1.41999 0.94817
C -2.49964 0.52852 -0.60843
N 2.51209 -0.10260 -0.56321
O -3.07499 1.09318 0.42406
S 0.74580 1.32855 1.22114
H 0.96662 1.19083 -1.42992
H 1.14067 -1.52767 1.24897
H -0.31272 -2.13640 0.24929
H -0.53585 -1.46870 1.89797
H -2.68435 -0.52742 -0.71991
H -2.22178 1.07125 -1.43011
H 2.30054 -1.04686 -0.37696
H 3.13050 0.22715 0.15303
H 2.88258 0.23090 -1.42261
H -3.37645 2.02716 0.43102
```

## Properties
Charge = +1
HOMO-LUMO gap (spin up / spin down) = 8.25 / 6.80 eV
Multiplicity = 1
HOMO energy (spin up / spin down) = -11.46 / -10.93 eV

---

2.
Molecular formula: C4H10NOS
Method: DFT, ωB97M-V with the def2-TZVPD basis set

```
17
C4H10NOS, DFT ωB97M-V with the def2-TZVPD basis set
C -0.33416 -0.84390 -1.24332
N 0.09718 0.31870 -0.49628
C -1.13137 0.88208 0.15769
O -2.24005 0.69608 -0.70991
C 1.38335 0.18351 0.53451
C 2.65643 -0.30336 -0.06644
S 3.97991 0.49805 0.11932
H 0.38130 -1.16903 -1.96154
H -0.66384 -1.60957 -0.47695
H -1.31990 -0.59262 -1.70262
H 0.48708 0.97455 -1.24309
H -0.96848 1.91611 0.29919
H -1.21953 0.36499 1.05040
H -3.02937 0.26281 -0.39859
H 0.83371 -0.35286 1.41675
H 1.59714 1.23335 0.93329
H 2.56517 -1.11892 -0.71358
```

## Properties
Charge = +1
SMILES string = C[N@@H+](CO)CC=S
HOMO-LUMO gap = 8.41 eV
Multiplicity = 1
HOMO energy = -13.10 eV

---

3.
Molecular formula: C4H10NOS
Method: DFT, ωB97M-V with the def2-TZVPD basis set

```
17
C4H10NOS, DFT ωB97M-V with the def2-TZVPD basis set
C -1.75571 -0.23445 -0.19618
C -1.06709 -1.20598 0.58774
C 1.15375 -0.03318 0.17017
C 2.33630 0.34253 -0.70449
N -0.90168 0.91338 -0.44057
O 1.08218 0.58366 1.29865
S 0.58530 -1.54770 -0.11908
H -1.98155 -0.58728 -1.25270
H -2.60563 -0.00406 0.34897
H -1.00812 -0.76751 1.70309
H -1.55437 -2.15479 0.60733
H 3.05794 0.99240 -0.10702
H 1.97925 1.00440 -1.41109
H 2.66373 -0.51074 -1.20035
H -1.20156 1.26938 -1.34278
H -1.03794 1.60400 0.25890
H 0.25519 0.33594 1.79938
```

## Properties
Charge = +1
HOMO-LUMO gap = 10.26 eV
Multiplicity = 1
HOMO energy = -14.74 eV

---

Which structure is the least stable? The one labeled 1.